Entry a
The following is a quantum chemistry calculation of a gas-phase ion, C5H6N (charge +1), from the Open Molecules 2025 dataset.

```
! RIJCOSX wB97M-V def2-TZVPD def2/J DEFGRID3
* xyz 1 3
C 0.407 -1.255 0.147
C 0.656 -1.505 -1.146
C -0.576 2.135 0.961
C -0.205 -0.239 0.827
C 0.771 -1.842 -2.308
N -0.176 1.110 0.325
H 0.441 -2.004 0.886
H -0.626 3.152 0.496
H -0.897 1.985 1.999
H -0.725 -0.411 1.675
H 0.785 -2.393 -3.213
H 0.146 1.266 -0.648
*
```

- ⟨S²⟩: 2.03


Entry b
The following is a quantum chemistry calculation of a gas-phase ion, C5H6N (charge +1), from the Open Molecules 2025 dataset.

```
! RIJCOSX wB97M-V def2-TZVPD def2/J DEFGRID3
* xyz 1 3
C 0.631 -1.891 -0.057
C -0.536 -1.488 -0.005
C 1.917 -1.352 -0.024
C -1.674 -0.690 0.023
C 1.381 1.139 -0.001
N 1.683 -0.069 0.034
H 2.859 -1.932 -0.196
H -2.558 -1.108 0.621
H -1.413 0.322 0.323
H 1.128 1.614 -0.948
H 1.370 1.824 0.912
H -2.062 -0.240 -0.929
*
```

- ⟨S²⟩: 2.01


Stability ranking, top and bottom: entry a is the most stable and entry b is the least stable.


Entry a
The following is a quantum chemistry calculation of a molecular structure, C2H3BrO, from the Open Molecules 2025 dataset.

```
! RIJCOSX wB97M-V def2-TZVPD def2/J DEFGRID3
* xyz 0 1
C -0.605 -0.010 -0.286
C 0.707 -0.005 0.334
O -2.018 -0.575 0.747
Br -1.116 0.498 -1.921
H 1.124 0.961 -0.100
H 1.263 -0.823 -0.159
H 0.645 -0.045 1.385
*
```


Entry b
The following is a quantum chemistry calculation of 2 unconnected molecules or ions with the total composition C2H3BrO, from the Open Molecules 2025 dataset.

```
! RIJCOSX wB97M-V def2-TZVPD def2/J DEFGRID3
* xyz 0 1
C -0.123 1.204 -1.520
C -0.156 -0.572 0.720
O -0.356 2.351 -1.476
Br -0.453 -2.156 -0.192
H 0.145 0.542 -2.347
H 0.830 -0.411 1.100
H -1.009 -0.151 1.219
*
```


Entry c
The following is a quantum chemistry calculation of 2 unconnected molecules or ions with the total composition C2H3BrO, from the Open Molecules 2025 dataset.

```
! RIJCOSX wB97M-V def2-TZVPD def2/J DEFGRID3
* xyz 0 1
C 0.615 0.636 -0.299
C -0.197 -0.545 0.053
O 1.799 0.503 -0.476
Br -2.164 -0.550 -0.339
H 0.046 1.702 -0.168
H 0.194 -1.476 -0.243
H -0.293 -0.270 1.472
*
```


Entry d
The following is a quantum chemistry calculation of C2H3BrO in the gas phase, from the Open Molecules 2025 dataset.

```
! RIJCOSX wB97M-V def2-TZVPD def2/J DEFGRID3
* xyz 0 1
C -0.644 0.103 -0.534
C 0.465 -0.100 0.569
O -0.155 -1.163 -0.160
Br 2.228 0.286 -0.101
H -1.691 0.142 -0.049
H -0.420 0.653 -1.365
H 0.215 0.079 1.639
*
```


Stability ranking, top and bottom: entry c is the most stable and entry a is the least stable.


Entry a
The following is a quantum chemistry calculation of CH5N3O in the gas phase, from the Open Molecules 2025 dataset.

```
! RIJCOSX wB97M-V def2-TZVPD def2/J DEFGRID3
* xyz 0 1
C -0.336 0.288 0.277
H 0.379 -1.791 0.223
H -0.018 -0.745 1.947
H -0.240 1.629 1.837
H 0.050 1.277 -1.385
H 0.964 -0.608 -1.699
N -0.098 -0.947 0.806
N -0.190 1.452 0.861
N -0.489 0.381 -1.137
O -0.023 -0.935 -1.730
*
```


Entry b
The following is a quantum chemistry calculation of CH5N3O in the gas phase, from the Open Molecules 2025 dataset.

```
! RIJCOSX wB97M-V def2-TZVPD def2/J DEFGRID3
* xyz 0 1
C 0.253 0.727 -0.245
N -0.784 -1.500 0.065
N 1.458 0.196 0.205
N -0.998 -0.013 -0.123
O -2.084 0.488 -0.131
H 0.181 1.598 0.313
H 0.397 0.925 -1.360
H -1.650 -2.033 0.201
H 1.653 -0.678 -0.175
H 1.572 0.289 1.249
*
```


Entry c
The following is a quantum chemistry calculation of CH5N3O in the gas phase, from the Open Molecules 2025 dataset.

```
! RIJCOSX wB97M-V def2-TZVPD def2/J DEFGRID3
* xyz 0 1
C -0.372 -0.241 -0.802
H 0.981 -1.097 1.061
H 0.134 -2.253 1.138
H -0.882 0.190 -1.711
H -0.551 0.944 0.998
H 0.758 2.505 -0.705
N 0.127 -1.387 0.901
N -0.185 -1.502 -0.332
N 0.020 0.808 0.123
O -0.030 2.033 -0.669
*
```


Stability ranking, top and bottom: entry a is the most stable and entry c is the least stable.


Entry a
The following is a quantum chemistry calculation of 2 unconnected molecules or ions with the total composition C21H24N2O3S, from the Open Molecules 2025 dataset.

```
! RIJCOSX wB97M-V def2-TZVPD def2/J DEFGRID3
* xyz 0 1
C -4.504 -1.452 2.112
C -3.461 -1.791 1.052
C -2.138 -1.037 1.195
N -2.261 0.374 1.570
C -1.107 1.123 1.558
C -0.087 0.856 0.678
C -1.049 2.305 2.487
C -1.201 3.604 1.991
C -1.261 4.693 2.868
C -1.141 4.485 4.257
C -0.954 3.183 4.758
C -0.918 2.108 3.875
C -3.302 0.719 2.528
C -4.640 0.058 2.248
H -5.469 -1.891 1.831
H -4.202 -1.879 3.078
H -3.239 -2.862 1.071
H -3.879 -1.573 0.062
H -1.500 -1.539 1.950
H -1.619 -1.108 0.236
H 0.782 1.516 0.767
H -0.028 -0.104 0.183
H -1.267 3.754 0.911
H -1.403 5.709 2.483
H -1.204 5.332 4.953
H -0.847 3.000 5.835
H -0.772 1.091 4.242
H -2.955 0.432 3.540
H -3.467 1.805 2.535
H -5.063 0.478 1.330
H -5.329 0.312 3.061
C 5.306 -4.519 -4.423
C 4.601 -3.228 -4.104
C 4.831 -2.577 -2.885
C 4.177 -1.385 -2.581
C 3.253 -0.840 -3.476
S 2.474 0.762 -3.159
N 1.224 0.687 -1.683
C 0.188 1.353 -1.694
O -0.818 1.983 -1.782
O 3.506 1.655 -2.690
O 1.655 1.093 -4.302
C 3.044 -1.464 -4.704
C 3.711 -2.645 -5.018
H 5.022 -4.878 -5.416
H 6.396 -4.394 -4.403
H 5.063 -5.300 -3.691
H 5.548 -3.008 -2.180
H 4.382 -0.868 -1.645
H 2.364 -1.008 -5.423
H 3.557 -3.124 -5.989
*
```


Entry b
The following is a quantum chemistry calculation of C21H24N2O3S in the gas phase, from the Open Molecules 2025 dataset.

```
! RIJCOSX wB97M-V def2-TZVPD def2/J DEFGRID3
* xyz 0 1
C 0.733 0.033 -3.853
C 0.829 0.741 -2.534
C -0.295 1.248 -1.904
C -0.188 1.879 -0.680
C 1.040 2.012 -0.043
C 2.202 1.574 -0.699
C 2.061 0.939 -1.923
H 2.951 0.581 -2.424
C 3.591 1.811 -0.153
C 3.822 1.141 1.201
H 3.572 0.083 1.156
H 3.210 1.612 1.963
H 4.866 1.240 1.488
C 3.869 3.313 -0.064
H 3.184 3.779 0.639
H 3.739 3.781 -1.038
H 4.889 3.487 0.272
H 4.299 1.376 -0.868
O 1.173 2.619 1.187
C 0.181 2.399 2.163
C 0.446 1.159 3.022
H 1.351 1.275 3.617
H -0.411 0.972 3.668
S 0.747 -0.352 2.050
C -0.746 -0.467 1.174
N -1.847 0.159 1.475
C -2.739 -0.195 0.493
C -4.059 0.191 0.302
C -4.720 -0.317 -0.798
C -4.096 -1.188 -1.691
C -2.783 -1.584 -1.518
C -2.114 -1.075 -0.420
N -0.824 -1.223 0.037
C 0.214 -2.022 -0.530
C 0.192 -3.445 0.012
O -0.592 -3.873 0.808
O 1.174 -4.174 -0.527
H 1.165 -5.077 -0.171
H 0.102 -2.057 -1.617
H 1.187 -1.576 -0.300
H -2.306 -2.263 -2.210
H -4.653 -1.562 -2.537
H -5.748 -0.038 -0.975
H -4.541 0.863 0.995
H 0.206 3.276 2.818
H -0.819 2.312 1.733
H -1.086 2.270 -0.226
H -1.268 1.151 -2.364
H 1.006 0.710 -4.662
H -0.283 -0.313 -4.032
H 1.412 -0.817 -3.888
*
```


Stability ranking, top and bottom: entry b is the most stable and entry a is the least stable.


Entry a
The following is a quantum chemistry calculation of 2 unconnected molecules or ions with the total composition C4H12NO, from the Open Molecules 2025 dataset.

```
! RIJCOSX wB97M-V def2-TZVPD def2/J DEFGRID3
* xyz 2 2
C 0.303 -0.795 -1.310
C -0.656 0.403 -1.267
C -1.581 0.490 -0.137
C -1.873 1.693 0.542
N 1.499 -0.705 -0.386
H -0.186 -1.747 -1.088
H 0.721 -0.891 -2.310
H -0.144 1.345 -1.461
H -1.300 0.258 -2.153
H -2.114 -0.420 0.156
H -2.575 1.766 1.376
H -1.419 2.633 0.251
H 2.075 0.117 -0.594
H 1.305 -0.728 0.644
H 2.103 -1.512 -0.564
H 1.883 -1.040 3.080
H 0.660 -0.155 2.843
O 1.298 -0.711 2.375
*
```

- ⟨S²⟩: 0.75


Entry b
The following is a quantum chemistry calculation of 2 unconnected molecules or ions with the total composition C4H12NO, from the Open Molecules 2025 dataset.

```
! RIJCOSX wB97M-V def2-TZVPD def2/J DEFGRID3
* xyz 2 2
C 1.404 -2.515 -0.572
O 1.146 -1.198 -1.167
H 2.303 -2.923 -1.018
H 1.560 -2.380 0.491
H 0.565 -3.184 -0.741
H 0.566 -1.327 -1.931
C -1.928 0.665 0.275
C -0.629 1.304 0.403
C -0.417 2.704 0.342
N 0.509 0.445 0.626
H -2.723 1.397 0.223
H -1.963 0.025 -0.625
H -2.126 0.000 1.122
H 0.542 3.127 0.619
H -1.231 3.342 0.011
H 0.684 -0.300 -0.258
H 0.360 -0.159 1.450
H 1.378 0.978 0.751
*
```

- ⟨S²⟩: 0.75


Stability ranking, top and bottom: entry a is the most stable and entry b is the least stable.


Entry a
The following is a quantum chemistry calculation of 2 unconnected molecules or ions with the total composition C12H17P, from the Open Molecules 2025 dataset.

```
! RIJCOSX wB97M-V def2-TZVPD def2/J DEFGRID3
* xyz 0 1
C -3.416 -0.383 0.636
C -3.157 1.077 0.803
C -2.703 -1.487 0.606
C -2.560 1.815 -0.154
C -1.290 -1.729 0.916
C -2.003 1.349 -1.403
C -0.138 -1.012 0.802
C -0.849 0.675 -1.406
C 3.254 1.235 1.431
C 1.965 -1.377 -1.803
C 2.923 0.144 0.408
C 1.795 0.421 -0.431
P 0.119 0.641 0.147
H -4.510 -0.550 0.601
H -3.850 1.435 1.566
H -3.270 -2.496 0.566
H -2.614 2.936 -0.107
H -1.209 -2.831 1.232
H -2.780 1.194 -2.227
H 0.838 -1.417 1.223
H -0.419 0.223 -2.336
H 4.180 1.001 1.818
H 3.037 2.248 1.116
H 2.402 1.265 2.224
H 0.901 -1.491 -2.159
H 2.780 -1.142 -2.409
H 2.141 -2.063 -1.023
H 2.764 -0.860 0.843
H 3.790 -0.103 -0.306
H 1.880 1.281 -1.174
*
```


Entry b
The following is a quantum chemistry calculation of C12H17P in the gas phase, from the Open Molecules 2025 dataset.

```
! RIJCOSX wB97M-V def2-TZVPD def2/J DEFGRID3
* xyz 0 1
C -3.827 -0.447 0.088
C -2.999 -1.344 -0.678
C -3.303 0.784 0.394
C -1.729 -0.932 -1.047
C -1.947 1.095 0.148
C -1.154 0.181 -0.503
C -1.284 2.361 0.451
C 0.298 0.486 -0.792
C 2.714 0.343 -0.242
C 1.612 -1.734 -0.511
C 1.114 -0.253 1.498
C 1.337 -0.339 -0.001
P 0.394 2.316 -0.345
H -4.882 -0.686 0.419
H -3.353 -2.236 -1.014
H -3.928 1.465 0.867
H -1.188 -1.496 -1.667
H -1.682 3.226 0.331
H -1.018 2.454 1.555
H 0.625 0.431 -1.973
H 3.424 -0.240 0.319
H 2.830 1.298 0.235
H 2.927 0.226 -1.274
H 2.085 -1.885 -1.550
H 2.143 -2.311 0.194
H 0.706 -2.226 -0.647
H 1.963 -0.596 2.039
H 0.205 -0.758 1.970
H 1.062 0.785 1.813
H -0.059 2.704 -1.645
*
```


Stability ranking, top and bottom: entry b is the most stable and entry a is the least stable.